Entry 1:
A structure of composition C19H24ClNO4 in a non-equilibrium geometry. Source: the OMol25 dataset; level of theory: ωB97M-V with the def2-TZVPD basis set.

Geometry (Å):
O (-0.208, 0.300, 1.609)
C (-0.148, 0.910, 0.479)
N (-1.233, 1.042, -0.339)
H (-1.328, 1.478, -1.177)
C (-2.613, 0.110, -0.134)
C (-3.776, 1.219, 0.432)
C (-5.106, 0.462, 0.916)
C (-5.507, -0.274, -0.525)
C (-4.457, -1.278, -0.869)
C (-3.068, -0.635, -1.152)
H (-3.330, 0.236, -2.006)
H (-2.441, -1.227, -1.485)
H (-4.715, -2.100, -1.725)
H (-4.195, -1.878, 0.111)
H (-6.410, -0.835, -0.246)
H (-5.785, 0.298, -1.144)
H (-5.751, 1.161, 1.048)
H (-4.882, -0.082, 1.715)
H (-3.793, 2.073, -0.538)
H (-3.407, 1.965, 1.334)
H (-2.467, -0.341, 0.800)
C (0.773, 1.790, 0.091)
H (1.446, 1.122, -0.647)
H (0.491, 2.583, -0.505)
C (1.785, 2.352, 0.829)
H (1.951, 1.410, 1.806)
H (1.335, 2.860, 1.550)
C (3.225, 2.728, 0.547)
C (3.922, 1.286, 0.442)
O (4.546, 0.609, 1.256)
O (4.096, 1.132, -1.026)
C (4.891, -0.115, -1.409)
C (4.699, -1.274, -0.375)
O (5.563, -2.118, -0.026)
C (3.215, -1.713, -0.124)
C (2.964, -2.015, 1.139)
C (1.649, -2.574, 1.215)
C (0.639, -2.378, 0.691)
C (0.929, -1.792, -0.790)
C (2.130, -1.320, -0.979)
H (2.559, -1.100, -1.879)
H (0.034, -1.631, -1.308)
Cl (-1.067, -2.937, 0.780)
H (1.318, -3.148, 2.371)
H (3.602, -2.294, 1.757)
H (6.130, 0.133, -1.175)
H (4.813, -0.444, -2.286)
H (3.828, 2.992, 1.394)
H (3.154, 3.248, -0.439)

Atoms 1-6, force components in eV/Å:
0.6 1.2 -3.7
-6.9 -3.3 5.4
-4.2 -5.5 2.9
0.7 1.8 -2.7
2.1 8.4 7.3
2.1 2.5 -0.6

As for the HOMO energy: -9.4 eV. Its electronic energy is -42278.48019 eV. The net charge is 0. As for the LUMO energy: 0.2 eV. The calculation puts the energy above the lowest of the compared OMol25 structures with the same formula, charge and spin at 1758.1 kJ/mol. For the orbital gap, the calculation gives 9.626 eV.

Entry 2:
A structure of composition C19H24CrN3O2SSi. Source: the OMol25 dataset; level of theory: ωB97M-V with the def2-TZVPD basis set.

Geometry (Å):
Cr (-0.653, -0.831, 0.781)
O (-2.729, -2.235, 1.180)
C (-3.025, -2.291, 2.548)
C (-1.963, -1.658, 3.421)
C (-2.167, -1.560, 4.796)
C (-1.193, -0.999, 5.583)
C (-0.022, -0.553, 4.991)
C (0.106, -0.683, 3.625)
N (-0.850, -1.215, 2.848)
H (-1.969, -2.833, 0.978)
H (-3.163, -3.323, 2.881)
H (-3.970, -1.772, 2.709)
H (-3.094, -1.926, 5.222)
H (-1.337, -0.911, 6.653)
H (0.774, -0.104, 5.566)
H (0.998, -0.343, 3.116)
C (0.303, 5.092, -2.018)
Si (1.319, 3.951, -0.964)
C (1.177, 4.428, 0.818)
C (3.108, 4.092, -1.466)
C (0.801, 2.187, -1.401)
C (1.175, 1.737, -2.663)
C (0.884, 0.455, -3.114)
C (0.242, -0.402, -2.249)
N (-0.129, -0.009, -1.027)
C (0.096, 1.260, -0.610)
S (-0.571, 1.551, 0.996)
H (0.672, 6.121, -1.954)
H (-0.745, 5.086, -1.705)
H (0.343, 4.783, -3.067)
H (1.678, 5.393, 0.956)
H (1.655, 3.688, 1.465)
H (0.137, 4.520, 1.137)
H (3.514, 5.058, -1.151)
H (3.238, 4.018, -2.551)
H (3.709, 3.303, -1.002)
H (1.721, 2.406, -3.325)
H (1.165, 0.116, -4.101)
H (0.013, -1.422, -2.527)
O (-0.297, -2.784, 0.424)
N (-0.225, -3.285, -0.853)
C (1.006, -3.711, -1.316)
C (1.137, -4.115, -2.605)
C (0.025, -4.114, -3.496)
C (-1.219, -3.698, -2.971)
C (-1.345, -3.290, -1.677)
H (1.805, -3.679, -0.592)
H (2.114, -4.443, -2.937)
H (0.125, -4.431, -4.523)
H (-2.107, -3.685, -3.590)
H (-2.266, -2.941, -1.236)

Atoms 1-6, force components in eV/Å:
0.0 -0.5 -0.3
-0.1 0.0 0.0
0.1 0.0 0.0
-0.2 -0.1 0.2
-0.2 -0.2 -0.2
0.1 0.1 0.3

As for the HOMO energy (alpha / beta): -4.7 / -7.9 eV. Its electronic energy is -75792.26260 eV. The net charge is 0. As for the LUMO energy (alpha / beta): 0.3 / 0.2 eV. For the orbital gap (alpha / beta), the calculation gives 4.966 / 8.040 eV. The spin multiplicity is 6.

Entry 3:
A structure of composition C19H24CsN4O5PS6 in a non-equilibrium geometry. Source: the OMol25 dataset; level of theory: ωB97M-V with the def2-TZVPD basis set.

Geometry (Å):
Cs (-0.976, 0.712, 0.145)
N (6.352, 3.768, 3.131)
C (5.451, 3.263, 2.173)
C (4.483, 2.333, 2.536)
C (3.630, 1.801, 1.581)
C (3.725, 2.209, 0.261)
C (4.686, 3.136, -0.111)
C (5.550, 3.656, 0.837)
S (2.659, 1.463, -0.951)
O (3.180, 1.836, -2.248)
O (2.706, 0.054, -0.609)
N (1.144, 1.926, -0.738)
C (0.847, 3.257, -0.779)
N (1.831, 4.194, -0.727)
C (1.468, 5.465, -0.746)
C (0.149, 5.882, -0.812)
C (-0.786, 4.860, -0.867)
N (-0.471, 3.576, -0.863)
H (6.002, 3.733, 4.075)
H (6.716, 4.680, 2.908)
H (4.400, 2.022, 3.574)
H (2.883, 1.069, 1.861)
H (4.731, 3.445, -1.147)
H (6.304, 4.383, 0.550)
H (2.279, 6.189, -0.701)
H (-0.133, 6.925, -0.824)
H (-1.849, 5.083, -0.927)
S (-7.617, 1.422, 4.729)
C (-6.258, 1.153, 3.770)
S (-4.707, 0.771, 4.369)
C (-3.830, 0.519, 2.863)
C (-4.580, 0.708, 1.744)
S (-4.109, 0.563, 0.076)
S (-6.260, 1.126, 2.064)
S (-2.164, 0.025, 2.992)
C (-3.510, -5.211, 0.346)
C (-2.011, -5.012, 0.496)
O (-1.430, -4.381, -0.651)
P (-1.630, -2.733, -0.723)
O (-2.791, -2.576, -1.829)
C (-2.717, -2.986, -3.197)
C (-3.310, -4.368, -3.387)
O (-0.350, -2.437, -1.700)
C (0.957, -2.402, -1.093)
C (1.682, -3.723, -1.260)
H (-3.917, -5.693, 1.238)
H (-3.731, -5.832, -0.525)
H (-4.013, -4.249, 0.218)
H (-1.505, -5.970, 0.605)
H (-1.806, -4.419, 1.393)
H (-1.684, -2.952, -3.541)
H (-3.287, -2.246, -3.755)
H (-2.727, -5.110, -2.841)
H (-3.311, -4.628, -4.451)
H (-4.339, -4.393, -3.020)
H (0.874, -2.144, -0.029)
H (1.509, -1.602, -1.567)
H (1.147, -4.535, -0.765)
H (2.685, -3.636, -0.832)
H (1.777, -3.970, -2.320)

Atoms 1-6, force components in eV/Å:
-1.0 -1.0 0.3
0.0 -0.1 -0.1
0.0 0.1 0.0
0.0 0.0 0.0
0.0 0.1 0.0
0.1 0.0 0.1

As for the HOMO energy: -0.4 eV. Its electronic energy is -111142.49252 eV. The net charge is -2. As for the LUMO energy: 3.8 eV. The calculation puts the energy above the lowest of the compared OMol25 structures with the same formula, charge and spin at 49.0 kJ/mol. For the orbital gap, the calculation gives 4.234 eV.

Entry 4:
An isolated molecule of C19H24FNO3. Source: the OMol25 dataset; level of theory: ωB97M-V with the def2-TZVPD basis set.

Geometry (Å):
C (1.483, 2.496, 0.299)
N (1.404, 1.200, -0.349)
C (2.673, 0.492, -0.327)
C (2.789, -0.453, -1.534)
O (4.052, -1.072, -1.601)
C (4.336, -2.135, -0.795)
C (3.451, -2.750, 0.084)
C (3.866, -3.839, 0.832)
C (5.154, -4.327, 0.722)
C (6.039, -3.716, -0.154)
C (5.636, -2.632, -0.905)
C (0.294, 0.407, 0.162)
C (-0.980, 0.752, -0.622)
O (-0.732, 0.656, -2.004)
C (-2.122, -0.221, -0.295)
O (-2.423, -0.337, 1.076)
C (-2.954, 0.826, 1.684)
C (-4.220, 1.319, 1.028)
C (-5.288, 0.456, 0.810)
C (-6.444, 0.896, 0.192)
C (-6.556, 2.215, -0.218)
C (-5.507, 3.094, -0.014)
C (-4.358, 2.632, 0.599)
F (-3.334, 3.499, 0.785)
H (1.747, 2.420, 1.364)
H (0.521, 2.998, 0.217)
H (2.231, 3.104, -0.206)
H (2.823, -0.070, 0.609)
H (3.482, 1.222, -0.404)
H (2.713, 0.136, -2.452)
H (1.984, -1.196, -1.541)
H (2.437, -2.399, 0.197)
H (3.166, -4.307, 1.510)
H (5.468, -5.175, 1.311)
H (7.048, -4.088, -0.251)
H (6.310, -2.146, -1.593)
H (0.502, -0.652, 0.001)
H (0.131, 0.561, 1.239)
H (-1.295, 1.782, -0.385)
H (0.152, 1.028, -2.140)
H (-3.006, 0.078, -0.874)
H (-1.827, -1.224, -0.610)
H (-2.209, 1.630, 1.711)
H (-3.168, 0.519, 2.713)
H (-5.189, -0.572, 1.126)
H (-7.260, 0.209, 0.029)
H (-7.458, 2.561, -0.699)
H (-5.564, 4.125, -0.326)

Atoms 1-6, force components in eV/Å:
0.0 0.0 -0.1
0.1 -0.1 0.0
0.1 -0.2 -0.2
-0.3 0.3 0.2
0.3 -0.2 0.1
0.2 -0.1 0.0

As for the HOMO energy: -8.5 eV. Its electronic energy is -30441.50328 eV. The net charge is 0. The SMILES is CN(CCOc1ccccc1)C[C@@H](O)COCc1ccccc1F. As for the LUMO energy: 0.8 eV. The calculation puts the energy above the lowest of the compared OMol25 structures with the same formula, charge and spin at 5.4 kJ/mol. For the orbital gap, the calculation gives 9.258 eV.

Entry 5:
A structure of composition C19H24GdN7O2S in a non-equilibrium geometry. Source: the OMol25 dataset; level of theory: ωB97M-V with the def2-TZVPD basis set.

Geometry (Å):
Gd (-0.128, -0.840, -2.350)
C (-0.681, 3.714, -3.022)
C (-0.862, 2.416, -2.295)
N (-0.882, 1.304, -3.012)
N (-0.934, 1.529, -4.350)
C (-0.750, 0.601, -5.244)
N (-1.027, 0.907, -6.514)
S (-0.087, -1.001, -4.985)
C (-1.128, 2.449, -0.868)
C (-1.667, 3.614, -0.342)
C (-2.084, 3.716, 0.981)
C (-1.855, 2.666, 1.826)
C (-1.228, 1.500, 1.358)
N (-0.934, 1.333, -0.022)
H (0.001, 3.545, -3.861)
H (-0.272, 4.497, -2.388)
H (-1.635, 4.045, -3.451)
H (-1.383, 1.822, -6.750)
H (-0.866, 0.230, -7.246)
H (-1.838, 4.460, -0.997)
H (-2.591, 4.608, 1.321)
H (-2.221, 2.700, 2.844)
H (-0.940, -0.575, 1.612)
O (-0.264, -3.299, -2.884)
C (1.076, -3.836, -2.962)
C (1.811, -3.443, -1.706)
C (2.481, -4.375, -0.925)
C (3.098, -3.956, 0.243)
C (3.028, -2.612, 0.589)
C (2.361, -1.739, -0.252)
N (1.753, -2.137, -1.381)
H (-0.739, -3.621, -3.677)
H (1.594, -3.413, -3.841)
H (1.037, -4.931, -3.051)
H (2.514, -5.418, -1.220)
H (3.621, -4.667, 0.873)
H (3.497, -2.247, 1.499)
H (2.309, -0.673, -0.035)
N (-0.463, 0.227, -0.419)
C (-1.025, 0.362, 2.161)
N (-0.932, 0.291, 3.468)
C (-0.991, -0.990, 4.142)
C (0.348, -1.259, 4.852)
O (0.609, -0.235, 5.768)
C (0.714, 1.004, 5.125)
C (-0.580, 1.377, 4.360)
H (-1.222, -1.780, 3.421)
H (-1.785, -0.939, 4.899)
H (1.153, -1.324, 4.099)
H (0.301, -2.199, 5.411)
H (1.561, 1.005, 4.415)
H (0.913, 1.746, 5.908)
H (-0.396, 2.293, 3.792)
H (-1.390, 1.549, 5.082)

Atoms 1-6, force components in eV/Å:
0.2 -1.2 0.3
0.0 0.2 -0.1
0.2 -0.6 -1.3
0.2 0.5 0.1
-0.5 1.1 -0.1
0.3 -0.3 0.0

As for the HOMO energy (alpha / beta): -11.9 / -13.6 eV. Its electronic energy is -66268.64534 eV. The net charge is +2. As for the LUMO energy (alpha / beta): -7.6 / -8.0 eV. The calculation puts the energy above the lowest of the compared OMol25 structures with the same formula, charge and spin at 130.5 kJ/mol. For the orbital gap (alpha / beta), the calculation gives 4.313 / 5.612 eV. The spin multiplicity is 8.

Entry 6:
A structure of composition C19H24MnN3O2S4 in a non-equilibrium geometry. Source: the OMol25 dataset; level of theory: ωB97M-V with the def2-TZVPD basis set.

Geometry (Å):
Mn (-14.318, -7.743, 1.698)
C (-18.066, -11.132, 0.658)
S (-18.392, -9.437, 0.071)
C (-16.926, -8.658, 0.561)
S (-15.800, -9.471, 1.594)
N (-16.775, -7.458, 0.026)
N (-15.659, -6.867, 0.472)
C (-15.348, -5.688, 0.058)
C (-14.015, -5.108, 0.505)
C (-13.551, -3.825, 0.074)
C (-12.235, -3.548, 0.473)
C (-11.505, -4.399, 1.311)
C (-12.072, -5.545, 1.757)
N (-13.285, -5.915, 1.304)
H (-18.930, -11.685, 0.351)
H (-18.112, -11.195, 1.769)
H (-17.236, -11.631, 0.187)
H (-15.982, -5.161, -0.645)
H (-14.172, -3.168, -0.563)
H (-11.750, -2.637, 0.202)
H (-10.489, -4.043, 1.620)
H (-11.662, -6.216, 2.502)
O (-14.288, -7.493, 3.733)
S (-15.046, -6.749, 4.875)
C (-14.072, -7.213, 6.329)
C (-14.406, -8.649, 6.740)
C (-15.690, -9.138, 6.057)
C (-16.346, -7.948, 5.370)
H (-14.457, -6.555, 7.108)
H (-13.042, -7.112, 6.188)
H (-14.487, -8.700, 7.876)
H (-13.585, -9.282, 6.383)
H (-16.451, -9.573, 6.757)
H (-15.496, -9.966, 5.363)
H (-17.090, -7.370, 5.944)
H (-16.806, -8.070, 4.406)
C (-10.650, -10.003, 1.628)
S (-12.263, -9.962, 0.945)
O (-12.804, -8.946, 1.948)
C (-12.065, -9.213, -0.597)
C (-11.311, -8.063, -0.753)
C (-11.028, -7.583, -2.025)
C (-11.564, -8.204, -3.127)
C (-12.348, -9.379, -2.960)
C (-12.623, -9.853, -1.693)
H (-10.213, -8.989, 1.588)
H (-10.045, -10.737, 1.145)
H (-10.859, -10.288, 2.681)
H (-10.875, -7.515, 0.068)
H (-10.532, -6.624, -2.111)
H (-11.347, -7.787, -4.140)
H (-12.873, -9.859, -3.797)
H (-13.357, -10.610, -1.499)

Atoms 1-6, force components in eV/Å:
0.4 0.1 0.7
-1.0 0.3 1.0
0.6 -0.7 0.3
-0.7 0.9 -1.3
0.4 0.3 0.1
-0.6 -1.1 0.6

As for the HOMO energy (alpha / beta): -14.1 / -14.1 eV. Its electronic energy is -103304.25941 eV. The net charge is +2. As for the LUMO energy (alpha / beta): -7.7 / -7.0 eV. The calculation puts the energy above the lowest of the compared OMol25 structures with the same formula, charge and spin at 0.0 kJ/mol. For the orbital gap (alpha / beta), the calculation gives 6.397 / 7.097 eV. The spin multiplicity is 5.